Density functional theory data (wB97M-V/def2-TZVPD) for C36H39AsBaCl3N6O3PS as an isolated structure in a non-equilibrium geometry.

Geometry (Å):
Ba  0.07  -0.15  0.64
As  2.20  2.33  1.43
Cl  -2.83  -4.23  -1.99
Cl  -2.39  -1.66  -3.16
Cl  -0.32  -3.63  -3.27
S  2.33  -2.03  0.88
P  -2.99  0.78  1.82
O  -1.36  -1.37  -0.55
O  0.76  1.65  1.64
O  -0.49  -3.40  -0.27
N  1.74  -1.84  -1.77
N  2.49  -3.81  -0.99
N  -0.77  -2.27  2.46
N  -3.12  0.93  -1.26
N  0.02  1.75  -1.18
N  1.34  -0.58  -1.59
C  -5.35  -0.68  5.51
C  -5.25  1.98  -1.40
C  -2.43  3.55  1.92
C  -3.94  0.26  3.31
C  -4.31  -1.07  3.39
C  -6.36  2.55  -0.82
C  0.23  3.76  -3.08
C  -0.42  2.97  -0.93
C  -2.24  2.30  2.49
C  -5.01  0.66  5.43
C  -6.47  2.59  0.56
C  -5.01  -1.55  4.49
C  -4.29  1.13  4.34
C  0.99  0.12  -2.64
C  1.81  -1.31  -4.54
C  -0.91  4.50  3.52
C  -0.41  -0.59  -6.04
C  -1.38  2.16  3.58
C  -0.35  4.00  -1.84
C  -4.22  1.42  -0.63
C  0.55  1.48  -2.38
C  2.93  2.79  3.18
C  0.49  -1.52  -6.54
C  -1.62  -2.98  -2.30
C  -0.73  3.25  4.10
C  -0.21  -0.03  -4.79
C  0.90  -0.40  -4.02
C  3.50  1.19  0.57
C  -4.33  1.47  0.78
C  -5.47  2.05  1.34
C  -1.09  -2.54  -0.89
C  0.69  2.49  -3.35
C  -1.76  4.64  2.44
C  2.11  -2.54  -0.72
C  2.23  4.01  0.44
C  1.60  -1.87  -5.79
H  -0.08  3.14  4.96
H  0.34  4.54  -3.81
H  2.53  -4.44  -0.20
H  1.41  4.64  0.76
H  -5.28  -2.59  4.55
H  -7.34  3.04  1.03
H  -0.92  0.68  -4.40
H  -4.04  -1.74  2.58
H  -0.75  4.98  -1.61
H  -3.25  0.71  -2.24
H  2.14  3.82  -0.63
H  -0.17  -2.55  3.22
H  -3.10  3.65  1.08
H  0.33  -1.96  -7.52
H  3.18  4.50  0.64
H  -1.73  -2.40  2.77
H  -0.62  -2.94  1.70
H  -4.01  2.17  4.30
H  -5.15  1.94  -2.48
H  1.16  2.25  -4.30
H  3.98  3.09  3.12
H  -5.56  2.07  2.42
H  -1.24  1.18  4.02
H  -7.14  2.97  -1.44
H  -5.29  1.34  6.22
H  3.59  0.26  1.14
H  -0.40  5.37  3.93
H  -1.89  5.61  1.98
H  2.30  -2.59  -6.18
H  2.35  3.61  3.61
H  -0.84  3.12  0.06
H  4.47  1.69  0.53
H  2.83  1.91  3.82
H  -5.90  -1.05  6.37
H  -2.57  0.23  -0.77
H  3.17  0.94  -0.44
H  -1.29  -0.32  -6.61
H  2.68  -1.59  -3.97
H  2.20  -4.20  -1.87

The multiplicity is 1. For the energy relative to the best compared isomer or geometry (same formula, charge and spin), the calculation gives 2.757 eV. The HOMO energy comes out at -7.0 eV. The total energy is -6330.9610 hartree. As for the gap between HOMO and LUMO: 0.2622 Eh.

=====

Density functional theory data (wB97M-V/def2-TZVPD) for an isolated ion of composition C3H7IN3 and charge +1 in a non-equilibrium geometry.

Geometry (Å):
I  2.18  -3.05  0.05
N  0.79  -0.27  -1.05
N  -1.32  0.65  -1.41
N  -0.36  0.15  0.73
C  -0.37  0.14  -0.61
C  0.65  -0.45  1.47
C  1.63  -0.92  0.40
H  1.08  0.30  2.15
H  0.50  -1.29  2.22
H  -1.24  0.66  -2.46
H  2.56  -0.42  0.33
H  -2.23  1.08  -1.15
H  -1.26  0.36  1.09
H  1.24  -0.53  -1.92

The multiplicity is 1. For the energy relative to the best compared isomer or geometry (same formula, charge and spin), the calculation gives 0.307 eV. The SMILES is [NH2+]=C1NC[C@@H](I)N1. The HOMO energy comes out at -13.5 eV. As for the net charge: +1. The total energy is -580.1978 hartree. As for the gap between HOMO and LUMO: 0.3606 Eh.